ORCA calculation (wB97M-V/def2-TZVPD) on 5 unconnected molecules or ions with the total composition C40H77Cl2FN5O19 in a non-equilibrium geometry.

Its highest occupied orbital energy is -0.366 Eh. The charge is +1. The gap between HOMO and LUMO comes out at 5.90 eV. The calculation puts the LUMO energy at -4.053 eV.

Positions of all 144 atoms, in Å:
C1 -3.6490 0.5343 1.9227
C2 -3.2662 1.2865 0.6341
C3 -1.7837 1.3388 0.4422
O1 -1.0648 0.3950 0.3912
O2 -1.2398 2.6203 0.3237
C4 -0.7218 2.8680 -0.9713
C5 -0.8681 4.3710 -1.2294
N1 -0.6877 4.6872 -2.6307
C6 0.4041 4.9263 -3.4124
N2 1.6857 4.9710 -3.0191
Cl1 2.8259 5.2635 -4.2386
C7 2.2775 4.8385 -1.6860
C8 2.5431 6.2073 -1.0203
C9 1.6631 6.5167 0.1809
Cl2 4.2621 6.2132 -0.4817
N3 0.0343 5.1086 -4.6915
C10 -1.2764 4.9997 -4.7049
C11 -2.0079 5.1283 -6.0226
O3 -1.5406 4.5798 -6.9628
N4 -3.1693 5.9303 -6.0723
C12 -4.4038 5.3520 -6.4000
O4 -5.4397 5.8101 -6.0650
F1 -4.2682 4.2417 -7.0928
N5 -1.7785 4.7448 -3.4873
C13 -3.1479 4.4918 -3.1165
C14 -3.4433 2.9940 -3.1721
O5 -2.7290 2.2330 -3.7363
O6 -4.5452 2.6091 -2.4932
C15 -5.7407 3.3232 -2.7626
C16 -6.3352 4.0544 -1.6112
O7 -6.1892 3.2939 -3.8546
H1 -4.3996 -0.2216 1.7155
H2 -4.0886 1.2202 2.6402
H3 -2.7987 0.0378 2.3775
H4 -3.6858 0.7732 -0.2283
H5 -3.6549 2.3006 0.6560
H6 -1.2462 2.2938 -1.7344
H7 0.3344 2.5991 -1.0107
H8 -0.1415 4.8972 -0.6259
H9 -1.8477 4.6810 -0.8818
H10 3.2428 4.3722 -1.8494
H11 1.7202 4.1549 -1.0566
H12 2.4897 6.9746 -1.7841
H13 0.7911 7.0885 -0.1467
H14 2.1863 7.1597 0.8780
H15 1.3064 5.6218 0.6823
H16 -3.2900 6.5233 -5.2614
H17 -3.4023 4.8692 -2.1308
H18 -3.8161 4.9825 -3.8195
H19 -5.8392 3.8266 -0.6731
H20 -7.3819 3.7772 -1.5353
H21 -6.2898 5.1207 -1.8200
C17 0.6861 0.2426 2.9841
O8 0.4971 -0.7578 3.9534
C18 -0.1425 -1.9330 3.4833
C19 0.5627 -3.1817 3.9656
O9 1.8203 -3.3939 3.3520
C20 2.8955 -2.5251 3.6674
C21 3.4888 -2.6826 5.0478
O10 2.6068 -2.2389 6.0629
C22 2.5495 -3.0805 7.1965
H22 -0.2278 0.8212 2.8167
H23 1.4584 0.9149 3.3615
H24 1.0275 -0.1790 2.0334
H25 -0.1782 -1.9489 2.3882
H26 -1.1741 -1.9425 3.8623
H27 -0.0466 -4.0338 3.6536
H28 0.6222 -3.2111 5.0552
H29 2.6272 -1.4863 3.4662
H30 3.6800 -2.7893 2.9534
H31 4.4018 -2.0737 5.0915
H32 3.7677 -3.7299 5.2036
H33 2.5342 -4.1363 6.9090
H34 1.6276 -2.8583 7.7328
H35 3.4018 -2.9002 7.8597
C23 7.7562 2.6672 1.8254
O11 7.3367 1.8208 0.7780
C24 7.8163 0.4902 0.8718
C25 6.7571 -0.5254 0.5106
O12 5.7009 -0.6611 1.4469
C26 4.7591 0.3824 1.5909
C27 3.8010 0.5571 0.4328
O13 4.4289 1.0777 -0.7253
C28 4.0428 0.4574 -1.9308
H36 8.7807 3.0210 1.6675
H37 7.0890 3.5287 1.8394
H38 7.6941 2.1661 2.7968
H39 8.1889 0.2809 1.8799
H40 8.6493 0.3707 0.1672
H41 7.2460 -1.5021 0.5066
H42 6.3780 -0.3547 -0.4989
H43 5.2431 1.3251 1.8553
H44 4.1486 0.0869 2.4489
H45 3.0219 1.2674 0.7480
H46 3.3213 -0.4041 0.2174
H47 3.9787 -0.6292 -1.8204
H48 4.8033 0.6842 -2.6771
H49 3.0750 0.8364 -2.2833
C29 -4.1152 1.5414 -8.4238
O14 -4.0596 0.9343 -9.6908
C30 -3.7036 -0.4379 -9.6768
C31 -4.5316 -1.2549 -10.6421
O15 -5.8874 -1.4362 -10.2778
C32 -6.7800 -0.3382 -10.3330
C33 -7.1433 0.1339 -11.7226
O16 -6.0571 0.7682 -12.3724
C34 -5.8996 0.4191 -13.7306
H50 -3.1119 1.8083 -8.0663
H51 -4.7079 2.4450 -8.5268
H52 -4.6019 0.8909 -7.6878
H53 -3.8064 -0.8563 -8.6695
H54 -2.6516 -0.5249 -9.9791
H55 -4.1106 -2.2633 -10.6385
H56 -4.4359 -0.8728 -11.6602
H57 -6.4330 0.4939 -9.7163
H58 -7.7013 -0.7107 -9.8785
H59 -7.9622 0.8595 -11.6277
H60 -7.5069 -0.7163 -12.3093
H61 -6.0416 -0.6550 -13.8866
H62 -4.8823 0.6788 -14.0215
H63 -6.6019 0.9682 -14.3668
C35 2.8356 -5.9596 12.5430
O17 3.0457 -6.8066 11.4360
C36 3.2447 -8.1697 11.7685
C37 2.5181 -9.1021 10.8261
O18 1.1064 -9.1102 10.9454
C38 0.3645 -7.9831 10.5201
C39 0.3036 -7.7746 9.0235
O19 1.5505 -7.3680 8.4877
C40 1.8983 -8.0031 7.2768
H64 3.7800 -5.7049 13.0367
H65 2.3778 -5.0426 12.1730
H66 2.1582 -6.4133 13.2737
H67 2.9221 -8.3710 12.7954
H68 4.3179 -8.3904 11.6970
H69 2.8204 -10.1170 11.0950
H70 2.8328 -8.9383 9.7935
H71 0.6883 -7.0727 11.0287
H72 -0.6581 -8.1865 10.8483
H73 -0.4333 -6.9847 8.8239
H74 -0.0444 -8.6956 8.5439
H75 1.6585 -9.0707 7.3012
H76 2.9738 -7.8956 7.1389
H77 1.3803 -7.5387 6.4297

Atoms 1-2, force components in eV/Å:
-0.296 0.002 -0.063
-0.064 0.197 0.475

Löwdin atomic charge list, values in e, 99 entries: number 1, C, carries -0.0502; number 2, C, carries -0.1305; number 3, C, carries -0.4710; number 4, O, carries 0.1623; number 5, O, carries -0.0192; number 6, C, carries -0.1389; number 7, C, carries -0.0555; number 8, N, carries 0.0924; number 9, C, carries -0.3022; number 10, N, carries -0.4197; number 11, Cl, carries 0.8427; number 12, C, carries -0.2390; number 13, C, carries -0.6866; number 14, C, carries -0.1228; number 15, Cl, carries 0.6475; number 16, N, carries 0.2206; number 17, C, carries -0.1317; number 18, C, carries -0.3459; number 19, O, carries 0.2215; number 20, N, carries 0.2008; number 21, C, carries -0.5366; number 22, O, carries 0.1920; number 23, F, carries 0.1742; number 24, N, carries 0.0535; number 25, C, carries 0.0171; number 26, C, carries -0.4451; number 27, O, carries 0.2014; number 28, O, carries 0.1018; number 29, C, carries -0.4695; number 30, C, carries 0.0417; number 31, O, carries 0.2031; number 32, H, carries 0.0800; number 33, H, carries 0.0786; number 34, H, carries 0.0677; number 35, H, carries 0.1255; number 36, H, carries 0.1042; number 37, H, carries 0.1264; number 38, H, carries 0.1261; number 39, H, carries 0.0960; number 40, H, carries 0.1327; number 41, H, carries 0.0846; number 42, H, carries 0.1022; number 43, H, carries 0.0925; number 44, H, carries 0.0845; number 45, H, carries 0.0724; number 46, H, carries 0.0758; number 47, H, carries 0.1511; number 48, H, carries 0.1422; number 49, H, carries 0.1334; number 50, H, carries 0.0861; number 51, H, carries 0.1084; number 52, H, carries 0.1052; number 53, C, carries -0.1197; number 54, O, carries -0.1856; number 55, C, carries -0.1937; number 56, C, carries -0.1810; number 57, O, carries -0.1140; number 58, C, carries -0.1839; number 59, C, carries -0.1940; number 60, O, carries -0.1955; number 61, C, carries -0.1028; number 62, H, carries 0.0724; number 63, H, carries 0.0924; number 64, H, carries 0.0770; number 65, H, carries 0.1251; number 66, H, carries 0.1246; number 67, H, carries 0.1294; number 68, H, carries 0.1197; number 69, H, carries 0.0984; number 70, H, carries 0.1305; number 71, H, carries 0.1283; number 72, H, carries 0.1256; number 73, H, carries 0.0837; number 74, H, carries 0.0879; number 75, H, carries 0.0896; number 76, C, carries -0.1119; number 77, O, carries -0.1987; number 78, C, carries -0.1968; number 79, C, carries -0.1787; number 80, O, carries -0.1170; number 81, C, carries -0.1811; number 82, C, carries -0.2017; number 83, O, carries -0.2010; number 84, C, carries -0.1126; number 85, H, carries 0.0895; number 86, H, carries 0.0839; number 87, H, carries 0.0883; number 88, H, carries 0.1257; number 89, H, carries 0.1294; number 90, H, carries 0.1314; number 91, H, carries 0.1168; number 92, H, carries 0.1206; number 93, H, carries 0.1132; number 94, H, carries 0.1170; number 95, H, carries 0.1264; number 96, H, carries 0.0920; number 97, H, carries 0.0902; number 98, H, carries 0.0765; number 99, C, carries -0.1246